1.
This record from the Open Molecules 2025 dataset describes 2 unconnected molecules or ions with the total composition C22H53BN2O2P. The level of theory is ωB97M-V/def2-TZVPD.

- HOMO energy (eV) = -10.12
- E_LUMO (eV) = -2.08
- HOMO-LUMO gap (eV) = 8.04

```
! RIJCOSX wB97M-V def2-TZVPD def2/J DEFGRID3
* xyz 1 1
C -1.56 0.50 -3.95
O -0.81 -0.45 -4.68
C -1.22 -1.80 -4.45
C 0.03 -2.64 -4.56
C -2.23 -2.21 -5.53
N -3.29 -3.14 -5.05
B -4.31 -2.63 -4.18
O -4.01 -1.90 -3.05
N -5.72 -2.99 -4.49
C -6.23 -3.74 -3.32
C -6.55 -1.82 -4.79
H -1.39 1.46 -4.41
H -1.21 0.52 -2.92
H -2.63 0.29 -3.98
H -1.61 -1.95 -3.44
H 0.71 -2.36 -3.77
H 0.54 -2.48 -5.50
H -0.22 -3.69 -4.39
H -1.66 -2.74 -6.28
H -2.61 -1.31 -5.99
H -3.79 -3.48 -5.86
H -4.65 -1.18 -2.91
H -5.45 -4.32 -2.85
H -6.99 -4.45 -3.65
H -6.68 -3.10 -2.57
H -6.79 -1.79 -5.84
H -7.48 -1.87 -4.23
H -6.09 -0.86 -4.53
C 1.49 2.56 -1.61
C 0.52 2.61 -0.43
C 1.10 3.35 0.78
C 2.14 2.56 1.60
P 1.55 1.31 2.74
C 0.26 2.09 3.75
C 0.52 3.44 4.43
C 1.44 3.47 5.66
C 1.10 2.44 6.73
C 2.87 0.87 3.87
C 4.18 0.22 3.38
C 4.13 -1.25 2.96
C 3.37 -2.16 3.92
C 0.64 -0.07 2.04
C 1.21 -1.17 1.12
C 2.10 -0.72 -0.05
C 1.40 -0.81 -1.40
H 2.44 2.09 -1.34
H 1.06 2.00 -2.44
H 1.72 3.57 -1.96
H 0.21 1.60 -0.16
H -0.38 3.13 -0.75
H 0.28 3.65 1.44
H 1.56 4.27 0.44
H 2.68 3.28 2.23
H 2.91 2.15 0.94
H -0.09 1.35 4.48
H -0.59 2.23 3.07
H -0.46 3.83 4.74
H 0.90 4.16 3.70
H 1.37 4.47 6.10
H 2.48 3.37 5.36
H 0.13 2.65 7.18
H 1.85 2.47 7.53
H 1.09 1.42 6.35
H 2.45 0.31 4.70
H 3.18 1.83 4.29
H 4.89 0.31 4.21
H 4.60 0.81 2.56
H 5.15 -1.61 2.87
H 3.71 -1.32 1.96
H 3.88 -2.24 4.88
H 3.29 -3.17 3.50
H 2.35 -1.82 4.11
H -0.24 0.37 1.55
H 0.22 -0.59 2.92
H 0.36 -1.72 0.73
H 1.74 -1.89 1.73
H 2.99 -1.36 -0.09
H 2.48 0.30 0.10
H 1.20 -1.85 -1.66
H 2.03 -0.39 -2.19
H 0.45 -0.28 -1.40
*
```

2.
This record from the Open Molecules 2025 dataset describes a molecular structure, C34H51NP2PtSi. The level of theory is ωB97M-V/def2-TZVPD.

- HOMO energy (eV) = -6.58
- E_LUMO (eV) = 0.65
- HOMO-LUMO gap (eV) = 7.23

```
! RIJCOSX wB97M-V def2-TZVPD def2/J DEFGRID3
* xyz 0 1
Pt -0.23 -0.18 -0.08
C -5.19 0.10 -1.49
C -3.70 0.12 -1.87
C -3.42 -1.10 -2.73
P -2.52 0.41 -0.42
C -3.59 0.26 1.09
C -4.12 -1.16 1.35
C -2.82 0.80 2.30
C -2.34 2.23 -0.54
C -3.40 3.06 -0.89
C -3.25 4.43 -1.03
C -4.41 5.31 -1.42
C -1.97 4.95 -0.84
C -0.91 4.16 -0.48
C -1.07 2.77 -0.26
N -0.06 1.93 0.13
C 1.04 2.37 0.86
C 1.07 3.53 1.65
C 2.22 3.92 2.30
C 3.40 3.18 2.23
C 4.64 3.60 2.96
C 3.36 2.00 1.50
C 2.20 1.57 0.85
P 1.98 -0.08 0.12
C 2.96 -0.19 -1.43
C 4.30 0.54 -1.37
C 2.11 0.33 -2.59
C 2.66 -1.24 1.40
C 2.10 -0.87 2.77
C 4.17 -1.47 1.44
H -5.77 0.11 -2.41
H -5.52 0.95 -0.90
H -5.46 -0.80 -0.95
H -3.52 1.00 -2.49
H -3.52 -2.03 -2.16
H -2.43 -1.07 -3.16
H -4.14 -1.13 -3.55
H -4.43 0.93 0.90
H -3.55 -1.64 2.14
H -4.08 -1.81 0.48
H -5.16 -1.11 1.68
H -1.86 0.29 2.41
H -3.40 0.63 3.21
H -2.63 1.87 2.21
H -4.38 2.63 -1.07
H -5.36 4.87 -1.13
H -4.44 5.48 -2.49
H -4.33 6.29 -0.93
H -1.80 6.01 -0.99
H 0.08 4.59 -0.38
H 0.18 4.14 1.75
H 2.20 4.82 2.90
H 4.68 4.69 3.08
H 5.54 3.29 2.42
H 4.69 3.17 3.96
H 4.25 1.38 1.47
H 3.12 -1.27 -1.58
H 4.15 1.60 -1.18
H 4.79 0.44 -2.34
H 4.97 0.14 -0.61
H 1.93 1.40 -2.48
H 1.14 -0.17 -2.64
H 2.64 0.17 -3.53
H 2.19 -2.18 1.12
H 2.55 0.05 3.16
H 2.31 -1.68 3.47
H 1.02 -0.72 2.74
H 4.72 -0.58 1.73
H 4.57 -1.83 0.49
H 4.39 -2.23 2.20
C -1.36 -3.32 0.92
Si -0.21 -2.56 -0.38
C -0.64 -2.83 -2.24
C 1.20 -3.92 -0.41
C 0.63 -5.19 -0.59
C 1.40 -6.34 -0.70
C 2.79 -6.26 -0.64
C 3.38 -5.02 -0.48
C 2.59 -3.88 -0.37
H -2.09 -4.04 0.54
H -1.90 -2.54 1.44
H -0.74 -3.84 1.64
H -1.37 -3.60 -2.47
H 0.30 -3.13 -2.71
H -0.95 -1.90 -2.71
H -0.44 -5.30 -0.65
H 0.92 -7.30 -0.83
H 3.39 -7.15 -0.72
H 4.46 -4.93 -0.45
H 3.12 -2.94 -0.28
*
```

3.
This record from the Open Molecules 2025 dataset describes a single C4H6N2O molecule. The level of theory is ωB97M-V/def2-TZVPD.

- relative energy (zero: lowest compared OMol25 entry of this formula, charge and spin) (eV) = 1.525
- HOMO energy (eV) = -8.63
- E_LUMO (eV) = 0.66
- HOMO-LUMO gap (eV) = 9.29

```
! RIJCOSX wB97M-V def2-TZVPD def2/J DEFGRID3
* xyz 0 1
N -2.11 0.57 -0.45
C -0.81 0.16 -0.20
C 0.35 0.83 -0.18
C 1.45 -0.20 -0.08
O 2.54 0.10 0.74
N 0.78 -1.48 0.20
C -0.46 -1.26 0.04
H -2.84 -0.03 -0.09
H -2.30 1.55 -0.29
H 0.52 1.89 -0.33
H 1.88 -0.36 -1.07
H 2.20 0.32 1.62
H -1.20 -2.07 0.08
*
```

4.
This record from the Open Molecules 2025 dataset describes a single C5H12O molecule. The level of theory is ωB97M-V/def2-TZVPD.

- relative energy (zero: lowest compared OMol25 entry of this formula, charge and spin) (eV) = 0.553
- HOMO energy (eV) = -9.65
- E_LUMO (eV) = 1.17
- HOMO-LUMO gap (eV) = 10.82

```
! RIJCOSX wB97M-V def2-TZVPD def2/J DEFGRID3
* xyz 0 1
C -0.97 -1.90 0.31
C -1.32 -0.43 0.13
C -0.11 0.41 -0.27
C -0.46 1.89 -0.47
O 0.87 0.29 0.76
C 2.17 0.08 0.28
H -0.57 -2.32 -0.63
H -0.20 -2.02 1.08
H -1.84 -2.49 0.60
H -1.72 -0.02 1.07
H -2.10 -0.30 -0.63
H 0.30 0.01 -1.21
H -1.22 2.01 -1.25
H 0.43 2.46 -0.75
H -0.85 2.30 0.47
H 2.83 0.05 1.16
H 2.25 -0.88 -0.25
H 2.51 0.88 -0.39
*
```

5.
This record from the Open Molecules 2025 dataset describes a molecular structure, C41H72F3O19SY. The level of theory is ωB97M-V/def2-TZVPD.

- HOMO energy (eV) = -9.07
- E_LUMO (eV) = -1.31
- HOMO-LUMO gap (eV) = 7.76

```
! RIJCOSX wB97M-V def2-TZVPD def2/J DEFGRID3
* xyz 0 1
Y 13.42 29.44 -31.27
C 12.31 27.16 -27.73
C 11.57 27.10 -29.11
O 12.00 27.98 -30.11
H 12.19 26.34 -27.03
H 12.09 28.09 -27.19
H 13.37 27.18 -28.00
H 10.52 27.24 -28.87
H 11.59 26.08 -29.50
C 17.68 31.23 -32.14
C 16.23 31.72 -31.95
O 15.26 30.69 -32.06
H 17.78 30.65 -33.06
H 18.05 30.61 -31.31
H 18.45 31.97 -32.30
H 16.08 32.47 -32.74
H 16.15 32.20 -30.98
C 17.51 26.88 -31.03
F 18.26 27.97 -31.08
F 17.17 26.42 -32.27
F 18.29 25.95 -30.49
S 16.00 27.15 -29.84
O 16.59 27.82 -28.66
O 15.06 27.97 -30.63
O 15.45 25.79 -29.62
C 14.51 23.03 -28.96
C 14.43 21.50 -29.03
C 13.68 21.24 -27.77
O 12.66 22.26 -27.92
C 13.11 23.38 -28.70
H 14.82 23.41 -29.93
H 15.14 23.44 -28.16
H 15.43 21.08 -29.09
H 13.85 21.27 -29.92
H 14.27 21.46 -26.89
H 13.28 20.23 -27.75
H 13.02 24.30 -28.11
H 12.53 23.47 -29.62
C 17.21 22.65 -32.82
C 17.58 22.44 -31.38
C 18.70 21.38 -31.48
O 19.30 21.68 -32.74
C 18.32 22.05 -33.66
H 16.93 23.65 -33.15
H 16.32 22.05 -33.01
H 16.76 22.09 -30.75
H 18.01 23.34 -30.96
H 18.41 20.33 -31.49
H 19.44 21.39 -30.68
H 18.01 21.14 -34.17
H 18.83 22.74 -34.34
C 20.55 29.98 -34.20
C 22.03 30.19 -34.40
C 22.55 28.94 -33.72
O 21.72 28.83 -32.54
C 20.45 29.49 -32.73
H 20.18 29.20 -34.86
H 19.97 30.90 -34.30
H 22.26 31.03 -33.74
H 22.28 30.41 -35.43
H 23.61 29.10 -33.53
H 22.45 28.10 -34.41
H 20.43 30.32 -32.01
H 19.56 28.87 -32.64
C 18.67 32.54 -27.40
C 17.88 31.49 -28.21
C 18.79 30.22 -28.15
O 20.00 30.65 -27.47
C 19.71 31.79 -26.68
H 17.98 33.03 -26.72
H 19.12 33.30 -28.05
H 17.70 31.92 -29.20
H 16.90 31.38 -27.75
H 18.97 29.98 -29.20
H 18.25 29.37 -27.73
H 20.61 32.38 -26.56
H 19.40 31.35 -25.73
O 14.25 30.05 -29.15
C 14.45 30.46 -28.00
O 14.18 31.71 -27.75
C 14.37 31.96 -26.35
C 14.25 30.61 -25.66
C 14.85 29.71 -26.72
H 13.53 32.56 -25.99
H 15.32 32.47 -26.21
H 13.21 30.41 -25.41
H 14.85 30.61 -24.74
H 14.41 28.72 -26.74
H 15.93 29.67 -26.61
O 18.46 23.00 -24.87
C 18.52 22.96 -26.13
O 18.78 21.83 -26.79
C 18.80 22.05 -28.20
C 19.17 23.52 -28.20
C 18.41 24.12 -27.06
H 17.87 21.82 -28.71
H 19.63 21.43 -28.56
H 19.08 24.08 -29.13
H 20.21 23.68 -27.93
H 17.38 24.40 -27.23
H 18.92 24.94 -26.56
O 13.54 27.43 -32.72
C 13.60 26.23 -32.99
O 13.81 25.75 -34.20
C 13.92 24.34 -34.22
C 13.44 23.96 -32.88
C 13.77 25.08 -31.98
H 14.96 24.02 -34.35
H 13.33 23.79 -34.95
H 13.96 23.05 -32.54
H 12.36 23.84 -32.81
H 14.83 25.07 -31.73
H 13.08 25.15 -31.14
O 22.62 24.51 -32.18
C 21.83 24.85 -33.05
O 22.24 25.01 -34.34
C 21.17 25.39 -35.17
C 20.05 25.79 -34.19
C 20.39 25.14 -32.89
H 20.83 24.63 -35.87
H 21.38 26.31 -35.72
H 19.06 25.49 -34.55
H 19.95 26.87 -34.15
H 19.90 24.17 -32.79
H 20.15 25.81 -32.06
O 17.97 27.15 -36.95
C 17.35 27.92 -36.24
O 16.60 27.51 -35.25
C 15.77 28.52 -34.70
C 16.03 29.70 -35.54
C 17.35 29.45 -36.21
H 16.16 28.71 -33.70
H 14.72 28.22 -34.62
H 15.91 30.56 -34.89
H 15.27 29.82 -36.32
H 18.21 29.78 -35.62
H 17.35 29.86 -37.22
*
```

6.
This record from the Open Molecules 2025 dataset describes a molecular structure, C13H13AuCl5N3OSe3Te. The level of theory is ωB97M-V/def2-TZVPD.

- relative energy (zero: lowest compared OMol25 entry of this formula, charge and spin) (eV) = 0.327
- HOMO energy (spin up / spin down) (eV) = -7.40 / -7.57
- E_LUMO (spin up / spin down) (eV) = -0.99 / -2.69
- <S²> = 2.026
- HOMO-LUMO gap (spin up / spin down) (eV) = 6.41 / 4.89

```
! RIJCOSX wB97M-V def2-TZVPD def2/J DEFGRID3
* xyz 0 3
Au 12.98 6.21 11.23
Se 12.99 7.24 13.54
Se 14.98 6.92 14.53
Te 16.46 6.60 12.38
Se 15.15 4.96 11.22
Cl 5.53 6.00 9.45
C 7.12 6.44 10.02
C 8.01 5.35 10.36
Cl 7.45 3.75 10.45
C 9.29 5.61 10.73
Cl 10.36 4.37 11.25
C 9.83 6.93 10.74
O 10.96 7.20 11.23
C 8.93 7.97 10.34
Cl 9.52 9.59 10.31
C 7.59 7.70 10.02
Cl 6.54 9.06 9.70
C 12.32 8.62 6.33
C 11.74 8.76 7.78
N 12.35 7.72 8.60
C 12.61 6.49 8.17
N 12.87 5.51 9.04
C 13.22 4.12 8.69
C 13.34 3.94 7.19
C 12.43 4.88 6.36
N 12.55 6.28 6.81
C 12.03 7.22 5.85
H 13.37 8.94 6.43
H 11.81 9.41 5.67
H 10.69 8.64 7.87
H 12.10 9.76 8.14
H 12.37 7.87 9.59
H 12.41 3.52 9.10
H 14.15 3.84 9.21
H 13.31 2.92 6.94
H 14.38 4.15 6.91
H 11.37 4.57 6.33
H 12.81 4.85 5.35
H 10.97 7.08 5.54
H 12.54 7.01 4.90
*
```

7.
This record from the Open Molecules 2025 dataset describes 2 unconnected molecules or ions with the total composition C5H8IN. The level of theory is ωB97M-V/def2-TZVPD.

- relative energy (zero: lowest compared OMol25 entry of this formula, charge and spin) (eV) = 3.232
- HOMO energy (spin up / spin down) (eV) = -8.43 / -8.54
- E_LUMO (spin up / spin down) (eV) = -0.49 / -0.72
- HOMO-LUMO gap (spin up / spin down) (eV) = 7.94 / 7.82

```
! RIJCOSX wB97M-V def2-TZVPD def2/J DEFGRID3
* xyz 0 1
C -1.41 -1.50 -0.18
C -0.49 0.28 -1.49
C -0.79 0.40 1.25
C 1.90 -1.41 0.51
C -0.85 -0.28 -0.07
N -1.72 -2.56 -0.57
I 3.17 0.08 -0.12
H -1.26 -0.16 -2.18
H 0.55 -0.11 -1.70
H -0.61 1.39 -1.56
H -1.48 1.30 1.42
H 0.20 0.94 1.16
H -0.68 -0.27 2.08
H 1.87 -2.27 -0.02
H 1.35 -1.40 1.52
*
```

Taking the records one at a time from the top gives calculated total energy values of -1496.09554 -2472.53331 -340.73886 -272.92834 -3771.12190 -10651.66525 -547.60415 Eh.